(1)
ORCA calculation (wB97M-V/def2-TZVPD) on C33H27ClIN5O2Zr as an isolated structure in a non-equilibrium geometry.

```
70
Properties=species:S:1:pos:R:3:forces:R:3
Zr -1.285768 -0.389075 -2.442987 -1.627 -1.474 0.921
C 6.904103 -0.604392 8.618858 0.353 -0.087 0.015
O 5.531764 -0.257676 8.557458 -0.349 0.124 0.193
C 4.873376 -0.301022 7.403042 -0.371 -0.016 -0.575
C 3.511510 0.061070 7.445510 0.318 -0.042 0.258
C 2.744795 0.051333 6.311114 0.230 -0.123 -0.369
C 3.299507 -0.321066 5.073635 0.545 0.007 0.823
C 4.654513 -0.684321 5.035326 -0.632 0.137 -0.161
C 5.427805 -0.675962 6.170107 0.233 0.025 0.490
C 2.537463 -0.339843 3.865178 -0.249 -0.045 -0.632
N 3.011382 -0.686138 2.674703 0.443 -0.097 0.200
C 1.994335 -0.567981 1.811024 -1.248 0.449 0.543
C 0.828503 -0.126033 2.481327 0.744 -0.372 -0.858
N 1.207672 0.005751 3.780761 0.163 -0.007 0.230
C -0.392260 0.109815 1.824586 -0.040 -0.108 -0.725
C -1.580545 0.548526 2.442371 0.004 -0.059 -0.367
C -2.697162 0.769777 1.676057 0.166 -0.059 -0.063
C -2.628321 0.565033 0.292914 -0.265 0.090 0.056
N -1.534098 0.135964 -0.326587 0.022 0.532 1.543
C -0.417476 -0.116881 0.409598 0.224 0.087 0.945
C 0.744603 -0.624236 -0.273842 0.649 -0.057 0.643
N 0.632639 -0.899697 -1.604819 0.564 0.054 0.472
C 1.688834 -1.347785 -2.275880 0.295 -0.170 -0.378
C 2.931725 -1.544543 -1.671476 -0.111 0.055 0.293
C 3.072365 -1.292426 -0.321651 -0.174 -0.053 -0.391
C 1.969983 -0.835698 0.413027 -0.842 0.171 -0.269
H 7.190179 -0.484636 9.661889 -0.028 -0.013 -0.108
H 7.510932 0.062435 8.001904 -0.055 -0.018 -0.014
H 7.066865 -1.642440 8.319692 -0.045 0.036 -0.024
H 3.089728 0.344011 8.396803 -0.029 0.031 0.106
H 1.705239 0.334786 6.390178 -0.110 0.042 0.070
H 5.076411 -0.972030 4.086360 0.122 -0.044 -0.073
H 6.464679 -0.962529 6.104875 0.103 -0.022 0.000
H 0.628461 0.306082 4.547061 0.107 -0.024 0.022
H -1.606125 0.701976 3.511311 -0.058 0.045 0.061
H -3.619133 1.099529 2.127011 -0.102 0.033 -0.038
H -3.501885 0.753076 -0.327802 0.128 -0.032 0.101
H 1.535432 -1.554313 -3.336229 0.068 0.086 0.257
H 3.763795 -1.892498 -2.261476 0.027 -0.050 -0.080
H 4.008268 -1.436815 0.193358 0.165 -0.041 0.037
Cl -2.484500 3.891189 -7.684255 0.056 -0.039 -0.031
C -1.932012 2.627601 -6.658601 0.205 -0.488 -0.116
C -1.362908 1.493970 -7.200152 -0.337 0.615 0.029
C -0.931959 0.455774 -6.372455 0.308 -0.747 0.919
I -0.167446 -1.346174 -7.114718 -0.094 0.397 -0.193
C -1.020028 0.530152 -4.987958 -0.355 1.607 -2.174
O -0.595926 -0.453885 -4.209344 0.866 -0.314 -0.677
C -1.637486 1.683203 -4.418957 0.108 0.063 -0.849
N -1.804662 1.704174 -3.054143 -0.223 0.306 -0.373
C -2.382857 2.771485 -2.515207 -0.068 0.107 0.303
C -2.858952 3.850756 -3.261642 0.125 -0.111 -0.123
C -2.720503 3.838132 -4.629937 0.097 -0.150 0.280
C -2.098430 2.744690 -5.253373 0.174 -0.389 0.118
H -1.259629 1.400611 -8.270028 -0.016 0.033 -0.086
H -2.465986 2.785151 -1.431900 -0.049 -0.061 -0.116
H -3.334918 4.681082 -2.766902 0.008 0.046 0.126
H -3.075912 4.658338 -5.234292 -0.064 0.066 -0.023
C -5.210805 -2.341450 -2.338502 0.193 0.285 0.238
C -4.040434 -1.385777 -2.603626 0.015 -0.069 -0.220
C -4.086449 -0.878161 -4.055447 -0.069 -0.005 0.483
C -2.677627 -2.059582 -2.324987 -0.346 -0.397 -0.039
H -6.168919 -1.845828 -2.473441 -0.092 0.073 -0.065
H -5.166339 -2.713531 -1.318348 -0.050 -0.095 0.103
H -5.165433 -3.192004 -3.013523 0.066 -0.080 -0.088
H -4.171051 -0.515649 -1.923135 0.022 -0.122 -0.159
H -4.206050 -1.720242 -4.738071 0.208 0.010 -0.040
H -3.161166 -0.344411 -4.321185 -0.344 -0.045 -0.253
H -4.938180 -0.214109 -4.204252 0.097 0.099 -0.070
H -2.515645 -2.852804 -3.079632 0.033 0.244 0.283
H -2.701879 -2.541831 -1.326276 0.192 0.169 -0.343
```
Forces are in eV/Å.

## Properties
* energy above the lowest of the compared OMol25 structures with the same formula, charge and spin: 54.6 kJ/mol
* charge: +2
* frontier orbital gap: 5.2 eV
* DFT total energy: -2502.5676 a.u.

=====

(2)
ORCA calculation (wB97M-V/def2-TZVPD) on C33H27CoFN4OPS as an isolated structure.

```
69
Properties=species:S:1:pos:R:3:forces:R:3
Co -0.988270 -0.569576 0.194326 -0.432 -0.356 0.191
C -3.297374 -0.336140 3.697889 -0.004 -0.011 -0.005
C -2.277369 -0.586880 2.631657 -0.121 0.123 0.065
N -2.424651 -0.199227 1.371776 -0.004 0.239 -0.283
N -3.595341 0.381451 0.984438 0.451 -0.318 0.319
C -3.643165 0.559419 -0.302052 0.182 0.541 -0.402
N -4.800056 1.124564 -0.820781 -0.002 -0.135 0.093
S -2.420800 0.097613 -1.439723 -0.077 -0.158 0.115
C -1.082559 -1.292460 2.861297 0.251 -0.150 -0.118
C -0.701845 -1.854126 4.109150 -0.123 0.099 -0.052
C 0.359677 -2.704568 4.186926 0.151 -0.095 -0.188
C 1.060648 -3.038241 3.001906 -0.127 0.073 0.189
C 0.689379 -2.414424 1.840603 0.069 -0.081 -0.145
N -0.289531 -1.501249 1.749060 -0.327 0.271 0.158
H -4.228571 -0.008481 3.243940 0.015 -0.001 -0.022
H -2.965226 0.442809 4.391094 0.013 0.016 -0.012
H -3.490391 -1.239450 4.279991 -0.006 -0.019 0.004
H -5.317486 1.642485 -0.126416 0.003 0.014 -0.011
H -4.649808 1.633900 -1.676521 0.030 -0.011 0.028
H -1.282029 -1.611576 4.989093 -0.010 0.008 -0.003
H 0.643206 -3.140134 5.137239 0.009 -0.004 -0.009
H 1.867156 -3.757036 2.992632 0.000 -0.006 0.015
H 1.204428 -2.641888 0.913066 -0.064 -0.016 0.049
O -2.311276 -3.072730 -0.179254 0.143 0.111 0.159
C -1.502228 -2.260106 -0.565516 0.246 -0.438 -0.641
C -0.756926 -2.620825 -1.913402 -0.081 0.233 0.451
C -1.145432 -3.727004 -2.655749 0.050 0.012 -0.086
C -0.469769 -4.046194 -3.823031 0.019 0.063 0.040
C 0.603358 -3.264931 -4.249650 -0.026 -0.028 -0.002
C 1.001546 -2.161731 -3.510178 -0.093 -0.047 0.011
C 0.317962 -1.835784 -2.340730 -0.039 0.027 0.080
P 0.654757 -0.488315 -1.160521 0.035 0.105 -0.158
C 2.450079 -0.527726 -0.779309 -0.024 -0.102 -0.064
C 3.368152 -0.305495 -1.806701 0.007 -0.020 -0.001
C 4.728881 -0.277689 -1.549605 -0.024 -0.001 -0.005
C 5.191264 -0.452304 -0.251219 0.023 -0.006 0.018
C 4.286488 -0.637432 0.781491 0.012 0.000 -0.003
C 2.922520 -0.672290 0.519265 0.046 0.105 0.029
C 0.553098 1.178299 -1.828502 0.078 -0.013 0.172
C 0.153901 1.609172 -3.020705 -0.067 0.109 0.055
C -0.172570 3.029905 -3.206322 0.049 -0.075 -0.034
C -0.103366 3.904627 -2.204299 0.008 -0.002 0.001
C 0.358920 3.558393 -0.820398 -0.035 0.008 0.026
C 0.701522 2.062770 -0.606324 0.000 -0.114 -0.118
H -1.978380 -4.316361 -2.292739 -0.001 -0.012 -0.001
H -0.773009 -4.907676 -4.406076 0.010 -0.004 -0.015
H 1.133787 -3.522004 -5.158418 -0.011 -0.006 -0.014
H 1.843600 -1.568046 -3.841822 -0.022 -0.014 -0.024
H 3.010290 -0.112867 -2.810736 0.018 0.002 0.012
H 5.426752 -0.102833 -2.359067 0.005 0.000 0.004
H 6.254159 -0.424167 -0.045227 0.002 0.001 0.001
H 4.634237 -0.745638 1.801080 0.013 0.004 0.004
H 2.226342 -0.780324 1.337942 0.061 0.075 -0.050
H -0.031685 0.917718 -3.834770 0.008 -0.029 -0.013
H -0.506369 3.354212 -4.185172 -0.002 -0.003 -0.011
H -0.374378 4.940646 -2.383648 -0.033 0.012 0.023
H 1.241224 4.170404 -0.607170 0.021 0.006 -0.063
H 1.737819 1.975214 -0.267640 0.011 -0.030 0.055
F 0.084037 5.319493 2.073435 0.009 0.064 0.097
C -0.029774 4.039013 1.608545 -0.023 0.030 -0.102
C 0.482404 2.998231 2.353152 -0.021 -0.082 -0.096
C 0.396356 1.692958 1.860041 0.135 -0.324 0.215
C -0.277871 1.539069 0.528091 -0.439 0.738 0.173
C -1.371195 2.500175 0.461516 -0.073 -0.324 -0.447
C -0.708047 3.835047 0.282374 0.027 -0.091 0.040
H 0.993562 3.222938 3.282517 0.046 -0.006 -0.007
H 0.931357 0.888977 2.355941 0.014 -0.044 0.087
H -2.192045 2.418536 1.158938 0.028 0.049 0.225
H -1.354075 4.687891 0.048978 0.012 0.036 -0.004
```
Forces are in eV/Å.

## Properties
* energy above the lowest of the compared OMol25 structures with the same formula, charge and spin: 492.2 kJ/mol
* charge: -1
* multiplicity: 2
* frontier orbital gap (alpha / beta): 4.4 / 4.4 eV
* DFT total energy: -3790.0396 a.u.

=====

(3)
ORCA calculation (wB97M-V/def2-TZVPD) on C33H27N6O5S3Tc as an isolated structure.

```
75
Properties=species:S:1:pos:R:3:forces:R:3
Tc -0.131983 -0.532450 1.058685 0.079 0.264 0.015
S -1.490576 6.858236 0.415319 0.011 -0.066 -0.007
N -0.091329 6.053614 0.533692 -0.008 0.000 0.013
C -0.388438 4.768451 0.610502 -0.014 0.032 -0.010
C 0.576849 3.685085 0.718411 -0.088 -0.094 -0.023
C 1.937897 3.879281 0.749861 0.116 -0.015 0.010
C 2.745869 2.743960 0.871531 -0.122 0.056 -0.027
C 2.181722 1.493807 0.922032 0.122 -0.024 0.028
N 0.844879 1.254212 0.857102 -0.365 -0.362 0.042
C 0.048846 2.375547 0.791750 0.320 0.130 -0.041
C -1.348133 2.132274 0.758649 -0.301 -0.001 -0.036
N -1.714735 0.827474 0.835067 0.343 -0.035 0.083
C -3.020973 0.533534 0.763953 -0.114 -0.090 -0.032
C -4.005648 1.486383 0.622290 0.073 0.048 -0.024
C -3.644970 2.830584 0.553440 -0.067 -0.027 0.012
C -2.308161 3.158635 0.625715 0.085 -0.041 0.006
C -1.794301 4.514212 0.562739 -0.001 0.059 0.012
N -2.522377 5.610803 0.452481 0.001 0.003 -0.001
H 2.349350 4.877580 0.698273 0.001 0.002 0.000
H 3.822174 2.827216 0.930769 0.014 -0.003 0.001
H 2.804941 0.621141 1.025472 -0.018 0.021 0.025
H -3.265518 -0.514236 0.844442 -0.002 0.000 0.014
H -5.040269 1.177781 0.578067 -0.004 0.001 0.001
H -4.384483 3.613987 0.451830 0.000 0.001 -0.004
O 2.158544 -4.181396 -0.457451 -0.008 -0.003 0.017
S 0.992601 -3.505100 0.176196 0.021 -0.004 0.032
N 1.287965 -1.868924 0.271346 -0.006 0.055 -0.119
C 5.579729 -1.723782 3.012884 0.000 0.004 0.002
C 4.258551 -2.144215 3.281878 -0.002 -0.003 0.006
C 3.302858 -2.084474 2.308610 0.005 0.010 -0.015
C 3.620390 -1.605623 1.013972 0.018 -0.037 -0.012
C 2.628048 -1.516952 -0.012567 0.008 -0.014 -0.017
C 2.987348 -1.049795 -1.248529 -0.037 0.019 0.035
C 4.303067 -0.617705 -1.512159 0.022 0.008 0.006
C 5.260281 -0.671163 -0.540999 -0.004 0.013 -0.018
C 4.940615 -1.173755 0.744873 -0.005 -0.010 0.005
C 5.910033 -1.249263 1.776850 0.002 0.002 0.003
H 6.329218 -1.775590 3.793147 0.004 -0.002 0.002
H 4.003271 -2.511855 4.267720 -0.003 0.001 0.003
H 2.284555 -2.388036 2.507996 -0.006 0.001 0.012
H 2.236904 -1.014961 -2.027993 0.001 0.020 -0.012
H 4.550290 -0.244159 -2.498540 -0.003 0.001 -0.001
H 6.272747 -0.338626 -0.738685 0.006 -0.004 -0.002
H 6.921498 -0.921746 1.563787 0.003 0.000 -0.002
C -1.270001 2.906242 -2.785845 -0.004 0.006 0.006
C -1.572626 1.435214 -2.703692 0.035 -0.029 0.021
C -2.850212 0.949921 -2.949327 -0.015 -0.007 -0.009
C -3.111869 -0.415559 -2.947026 -0.026 0.011 0.001
C -2.082292 -1.304213 -2.694285 0.008 -0.016 -0.007
C -0.803071 -0.839389 -2.402392 -0.024 0.018 -0.015
C -0.558734 0.522332 -2.402740 -0.017 0.000 0.002
S -2.355903 -3.055686 -2.808743 0.028 -0.044 0.029
O -1.208390 -3.606019 -3.465795 0.004 0.037 0.007
O -3.678316 -3.244475 -3.340844 -0.022 0.019 -0.013
N -2.369087 -3.628927 -1.290570 -0.056 -0.112 -0.116
C -3.550929 -3.359092 -0.470123 -0.013 0.014 -0.011
C -3.255630 -3.670660 0.989970 -0.104 0.066 0.018
C -2.372552 -2.619792 1.662794 0.134 -0.270 0.083
O -2.606576 -2.259880 2.806969 -0.046 0.079 -0.043
O -1.400564 -2.219389 0.910477 -0.060 0.154 0.033
H -2.102529 3.456353 -3.224727 0.000 0.003 0.019
H -0.381726 3.084612 -3.393516 -0.001 -0.002 -0.014
H -1.072284 3.323916 -1.798341 0.020 0.011 0.023
H -3.650551 1.646479 -3.171426 -0.003 0.002 -0.002
H -4.097344 -0.798020 -3.176952 -0.002 -0.001 -0.003
H -0.004958 -1.542045 -2.199575 0.008 -0.031 0.016
H 0.439087 0.885878 -2.184308 0.038 -0.006 0.020
H -1.495913 -3.435220 -0.799784 0.024 0.025 -0.002
H -4.365782 -3.982274 -0.836109 0.012 0.001 -0.016
H -3.871748 -2.314184 -0.572346 -0.004 0.040 0.027
H -2.760514 -4.643605 1.058039 0.025 0.013 0.012
H -4.186038 -3.733660 1.553193 -0.001 -0.008 -0.010
C 0.148151 -0.402406 2.857387 -0.009 0.188 -0.150
H 0.530130 0.465864 3.409353 -0.085 -0.033 0.104
H -0.070375 -1.292281 3.455852 0.078 -0.042 0.004
```
Forces are in eV/Å.

## Properties
* energy above the lowest of the compared OMol25 structures with the same formula, charge and spin: 0.0 kJ/mol
* charge: -1
* multiplicity: 2
* frontier orbital gap (alpha / beta): 5.2 / 5.2 eV
* DFT total energy: -3253.9504 a.u.